Molecular formula: C20H26BrN4NiO2
Method: DFT, the ωB97M-V functional and the def2-TZVPD basis

The maximum force is 1.0 eV/Å. The value obtained for the gap between HOMO and LUMO (alpha / beta) is 7.819 / 7.845 eV. The HOMO energy (alpha / beta) comes out at -0.3980 / -0.3979 Ha. As for the total energy: -142296.231 eV. The net charge is +1.

Positions of all 54 atoms, in Å:
1 Ni -1.312 -0.958 1.096
2 O 3.912 0.842 1.190
3 C 3.747 -0.527 1.071
4 C 4.839 -1.271 0.661
5 C 4.704 -2.639 0.480
6 C 3.481 -3.257 0.705
7 C 2.393 -2.495 1.103
8 C 2.507 -1.124 1.284
9 C 1.324 -0.254 1.665
10 O 0.206 -0.967 2.015
11 N 0.973 0.623 0.564
12 N -0.242 0.529 -0.025
13 C -0.324 1.201 -1.120
14 C -1.437 1.493 -2.017
15 Br -3.210 1.067 -1.509
16 C -1.280 2.090 -3.200
17 C -0.009 2.655 -3.720
18 C 0.421 2.311 -4.999
19 C 1.595 2.843 -5.511
20 C 2.333 3.749 -4.762
21 C 1.897 4.119 -3.498
22 C 0.734 3.570 -2.976
23 H 3.439 1.170 1.963
24 H 5.782 -0.766 0.496
25 H 5.560 -3.224 0.171
26 H 3.377 -4.326 0.570
27 H 1.430 -2.962 1.267
28 H 1.620 0.388 2.510
29 H 1.709 1.095 0.060
30 H 0.602 1.648 -1.472
31 H -2.149 2.182 -3.841
32 H -0.155 1.606 -5.588
33 H 1.931 2.552 -6.498
34 H 3.241 4.176 -5.169
35 H 2.455 4.844 -2.921
36 H 0.378 3.883 -2.001
37 N -1.622 -2.383 2.412
38 C -2.199 -1.958 3.720
39 C -3.643 -1.514 3.538
40 C -3.757 -0.323 2.576
41 C -4.195 -0.697 1.171
42 N -3.105 -1.417 0.422
43 H -2.115 -3.218 2.111
44 H -0.638 -2.614 2.534
45 H -1.581 -1.149 4.106
46 H -2.145 -2.791 4.422
47 H -4.065 -1.260 4.509
48 H -4.223 -2.367 3.166
49 H -2.779 0.163 2.503
50 H -4.429 0.443 2.964
51 H -4.438 0.211 0.630
52 H -5.086 -1.325 1.183
53 H -3.234 -1.254 -0.572
54 H -3.215 -2.414 0.558